{"formula": "C14H39KNO14P", "method": "the ωB97M-V functional and the def2-TZVPD basis", "homo_ev": -0.772, "e_above_lowest_kcal_mol": 73.9, "e_lumo_ha": 0.1282, "multiplicity": 1, "total_energy_ev": -70920.60652, "charge": -2, "symbols": ["K", "P", "O", "O", "O", "O", "O", "O", "O", "O", "O", "O", "O", "O", "O", "O", "N", "C", "C", "C", "C", "C", "C", "C", "C", "C", "C", "C", "C", "C", "C", "H", "H", "H", "H", "H", "H", "H", "H", "H", "H", "H", "H", "H", "H", "H", "H", "H", "H", "H", "H", "H", "H", "H", "H", "H", "H", "H", "H", "H", "H", "H", "H", "H", "H", "H", "H", "H", "H", "H"], "xyz": [[19.78197, -16.10264, -17.02437], [18.42507, -15.34022, -14.24793], [21.39338, -13.47671, -13.22008], [17.69882, -18.23376, -17.08196], [22.49373, -16.67150, -18.05594], [24.56322, -14.83966, -20.40797], [21.89176, -20.39106, -17.18210], [18.03202, -14.21484, -15.31042], [15.55878, -13.57771, -16.06683], [24.21442, -24.21736, -14.43868], [18.20541, -14.93634, -12.79404], [20.35003, -13.07724, -16.27017], [15.31232, -17.63513, -15.44636], [17.87687, -13.84164, -17.91906], [19.93864, -15.53644, -14.54226], [17.79896, -16.68252, -14.73516], [22.11498, -23.15268, -15.69492], [24.62200, -25.58557, -14.42906], [23.37362, -22.48863, -15.84993], [21.60090, -19.15182, -16.57296], [16.75202, -19.24317, -16.75530], [15.47963, -14.25900, -17.31258], [21.01817, -12.16754, -15.37637], [24.58465, -23.37554, -15.53660], [23.64086, -16.47163, -18.86800], [23.30915, -15.34845, -19.87603], [15.38425, -18.50641, -16.55818], [21.95613, -12.87723, -14.38223], [20.97635, -22.21803, -15.76350], [20.85938, -21.37179, -17.03067], [16.51266, -13.84073, -18.32943], [17.83525, -13.91714, -16.92608], [24.35751, -26.06570, -13.49514], [22.05145, -23.74634, -14.88599], [20.79906, -18.61842, -17.09682], [23.85388, -17.37791, -19.43538], [22.52182, -18.57817, -16.56555], [22.70824, -15.70192, -20.71164], [22.69622, -16.64455, -17.11821], [20.97782, -21.95483, -17.94705], [24.67548, -24.08834, -16.37113], [23.59237, -22.09221, -16.84687], [24.18232, -26.06222, -15.31234], [14.56542, -19.23515, -16.51146], [24.42861, -16.11798, -18.20450], [25.59088, -22.97360, -15.40820], [17.73755, -17.63843, -16.30415], [16.77920, -19.98779, -17.55139], [19.63494, -13.51800, -15.74217], [21.18630, -21.51478, -14.94432], [16.20639, -17.25747, -15.19557], [16.41138, -14.40588, -19.26529], [21.68740, -11.67798, -16.09740], [16.44124, -13.81879, -15.64978], [22.55351, -12.11080, -13.87352], [21.31244, -19.29430, -15.52640], [15.15806, -17.85914, -17.41531], [15.68662, -15.28875, -16.97719], [22.91790, -14.50324, -19.31010], [20.71879, -14.13728, -13.53257], [16.16981, -12.85011, -18.67481], [20.33663, -11.40219, -15.00302], [20.08368, -22.80738, -15.56220], [22.60214, -13.57416, -14.92228], [25.69527, -25.46873, -14.62535], [14.49252, -14.25006, -17.78263], [19.84370, -20.97772, -17.11496], [24.32802, -14.35706, -21.20414], [17.06258, -19.66869, -15.79467], [23.43514, -21.51214, -15.34222]], "atomic_forces_ev_per_a": [[-0.54, 0.59, 0.47], [1.06, 0.15, 0.50], [-0.53, -0.18, -1.01], [0.53, -0.39, -0.64], [-0.62, -0.17, -0.36], [-0.14, -0.58, -0.19], [-0.55, -0.24, 0.08], [-0.59, 0.18, 0.00], [-0.58, 0.96, -0.89], [-0.73, 0.37, 1.63], [-0.55, -0.33, -1.17], [0.04, 0.35, 0.96], [0.27, -0.92, 0.09], [-1.33, -0.27, -0.23], [1.29, 0.24, 0.03], [-1.26, -0.74, -0.72], [-0.41, -0.07, -1.79], [0.83, 2.10, -1.81], [1.88, 1.25, 0.20], [-0.17, -0.16, 0.72], [-0.44, 1.95, 0.69], [1.28, -1.72, 1.74], [0.71, -1.29, -1.75], [-1.18, -2.66, -0.30], [-0.83, 1.01, -0.14], [1.52, 0.48, 0.69], [0.11, 0.12, -0.11], [-0.75, 0.79, 1.70], [1.25, 0.18, 0.62], [0.38, -0.56, -0.83], [0.04, 0.95, -0.93], [0.68, -0.06, 0.36], [0.05, 0.12, 0.06], [0.35, 0.21, 0.23], [0.16, -0.15, 0.04], [0.41, -0.15, 0.34], [-0.02, -0.01, -0.15], [-0.44, 0.04, 0.28], [0.28, 0.17, -0.04], [0.00, -0.53, 0.21], [0.06, 0.23, -0.34], [-0.62, -0.55, -0.42], [-0.09, -0.42, 0.23], [-0.02, -0.10, 0.30], [0.53, -0.23, -0.49], [-0.28, 0.73, 0.24], [0.16, 0.50, 0.82], [-0.32, -0.03, -0.02], [-0.31, -0.10, -0.15], [-0.79, 0.26, 0.10], [0.07, 0.23, 0.21], [0.01, -0.59, 0.20], [0.23, 0.46, 0.34], [0.01, -0.08, 0.11], [0.51, 0.27, -0.70], [-0.18, 0.12, -0.04], [0.36, -0.43, -0.57], [-0.18, -0.35, -0.79], [-0.87, -0.30, -0.13], [0.12, -0.36, 0.07], [0.51, 0.47, 0.27], [-0.06, -0.25, 0.58], [-0.20, 0.29, -0.09], [-0.01, -0.07, -0.25], [0.23, -1.16, 0.46], [-0.14, 0.40, 0.29], [0.08, 0.55, 0.32], [0.15, 0.08, 0.01], [-0.25, -0.38, -0.02], [-0.15, -0.24, 0.85]], "mulliken_charge": [0.960, 0.610, -0.555, -0.482, -0.461, -0.552, -0.409, -1.040, -0.589, -0.353, -0.894, -0.319, -0.573, -0.494, -0.827, -0.928, -0.406, -0.702, -0.337, -0.136, -0.427, -0.338, -0.445, -0.569, -0.396, -0.369, -0.513, -0.283, -0.576, -0.521, -0.469, 0.623, 0.224, 0.233, 0.051, 0.249, -0.030, 0.306, 0.268, 0.360, 0.338, 0.229, 0.299, 0.347, 0.328, 0.343, 0.369, 0.361, 0.191, 0.400, 0.531, 0.338, 0.262, 0.376, 0.347, 0.369, 0.201, 0.154, 0.266, 0.348, 0.198, 0.280, 0.427, 0.068, 0.306, 0.367, 0.225, 0.302, 0.256, 0.285]}